No. 1
Computed, not measured: a molecular structure, C41H50N5O6S3SeV, with the ωB97M-V functional and the def2-TZVPD basis.

<S²>: 3.764
Energy relative to the best compared isomer or geometry (same formula, charge and spin) in kcal/mol: 23.9
E in eV: -186606.580
LUMO level (alpha / beta) in eV: 1.69 / 1.69
E_HOMO (alpha / beta) in eV: -3.186 / -4.640
Total charge: -1
Multiplicity: 4

Each line ends with the Mulliken spin population.
CARTESIAN COORDINATES (ANGSTROEM)
V -1.610 0.334 2.331  2.8286
C -2.782 -4.971 -1.401  0.0003
C -1.997 -6.207 -1.675  0.0000
C -0.447 -6.162 -1.987  0.0001
C 0.500 -5.447 -0.980  0.0005
N 1.732 -4.886 -1.522  0.0001
C 1.900 -3.594 -1.990  -0.0006
Se 0.638 -2.261 -1.951  0.0027
N 3.144 -3.464 -2.472  -0.0001
C 3.640 -2.304 -3.113  0.0002
C 3.270 -2.164 -4.587  0.0003
C 3.750 -0.932 -5.353  0.0000
C 5.105 -0.383 -5.021  0.0001
C 3.847 -4.648 -2.356  0.0000
C 4.988 -5.028 -3.071  0.0000
C 5.207 -6.406 -3.184  0.0000
C 4.357 -7.370 -2.628  0.0000
C 3.192 -6.955 -1.948  0.0000
C 2.912 -5.618 -1.889  0.0000
H -3.829 -5.245 -1.155  0.0000
H -2.710 -4.355 -2.314  0.0000
H -2.378 -4.429 -0.489  0.0000
H -2.491 -6.775 -2.432  0.0000
H -2.141 -6.906 -0.839  0.0000
H -0.290 -5.735 -2.984  0.0000
H -0.032 -7.173 -2.124  0.0000
H 0.721 -6.187 -0.171  -0.0001
H -0.045 -4.583 -0.516  -0.0004
H 4.752 -2.221 -3.096  0.0001
H 3.301 -1.403 -2.516  -0.0005
H 2.181 -2.268 -4.567  -0.0001
H 3.512 -3.081 -5.201  0.0000
H 2.947 -0.195 -5.338  0.0000
H 3.858 -1.178 -6.408  0.0000
H 5.103 0.020 -3.982  0.0000
H 5.358 0.411 -5.672  0.0000
H 5.826 -1.204 -5.090  0.0000
H 5.677 -4.250 -3.467  0.0000
H 6.029 -6.798 -3.764  0.0000
H 4.564 -8.416 -2.676  0.0000
H 2.576 -7.727 -1.426  0.0000
C -5.786 4.607 5.270  0.0002
C -5.392 3.235 4.709  0.0047
C -5.198 3.197 3.209  -0.0056
N -4.798 1.799 2.922  0.0544
C -4.728 1.159 1.781  0.0756
S -3.774 -0.257 1.496  -0.0331
N -5.472 1.651 0.726  -0.0028
C -4.861 2.631 -0.097  0.0017
O -3.734 3.106 0.116  -0.0020
C -5.781 3.166 -1.148  0.0051
C -7.062 2.650 -1.382  0.0014
C -7.817 3.141 -2.423  0.0002
C -7.229 3.856 -3.453  0.0004
C -5.924 4.367 -3.226  -0.0003
C -5.285 4.113 -2.057  0.0007
H -5.363 5.441 4.653  0.0000
H -5.472 4.692 6.375  0.0000
H -6.886 4.723 5.256  0.0001
H -6.087 2.488 5.128  -0.0025
H -4.387 3.051 5.196  -0.0007
H -4.354 3.855 2.870  0.0023
H -6.033 3.577 2.580  -0.0007
H -4.108 1.446 3.576  -0.0066
H -5.872 0.891 0.158  0.0047
H -7.453 1.937 -0.677  0.0000
H -8.877 3.026 -2.403  0.0000
H -7.806 4.085 -4.344  0.0000
H -5.434 4.981 -3.979  0.0000
H -4.380 4.579 -1.712  0.0002
O 0.409 0.236 3.067  0.0010
S -0.368 -0.623 4.145  0.0240
O 0.297 -0.985 5.360  0.0183
O -1.673 0.214 4.402  -0.0137
S -1.231 -1.915 2.825  0.0127
C 5.135 0.439 4.999  -0.0001
C 4.873 1.240 3.722  0.0001
C 5.833 1.001 2.667  -0.0002
C 5.457 1.456 1.388  0.0000
C 4.239 2.093 1.153  0.0007
C 3.293 2.346 2.162  0.0012
N 1.975 2.700 1.926  0.0035
C 1.369 3.452 0.894  0.0015
C 2.147 4.391 0.212  0.0006
C 1.625 5.106 -0.886  -0.0001
C 0.330 4.832 -1.344  -0.0003
C -0.535 4.086 -0.551  0.0116
C -0.064 3.389 0.568  0.0258
C -0.963 2.388 1.249  0.0297
O -1.514 2.458 2.404  -0.0109
O -0.984 1.206 0.694  -0.0337
C 3.681 1.932 3.502  -0.0011
C 2.761 2.217 4.682  -0.0018
H 6.024 -0.213 4.768  0.0000
H 4.315 -0.249 5.181  0.0000
H 5.391 1.034 5.905  0.0000
H 6.849 0.563 2.814  0.0000
H 6.106 1.276 0.536  0.0000
H 3.988 2.312 0.123  0.0000
H 1.242 2.270 2.549  0.0009
H 3.184 4.468 0.480  -0.0001
H 2.255 5.717 -1.493  -0.0001
H 0.046 5.256 -2.300  0.0001
H -1.586 3.928 -0.887  0.0003
H 2.296 3.230 4.529  -0.0001
H 3.309 2.277 5.650  0.0000
H 2.007 1.440 4.812  0.0014

***

No. 2
Computed, not measured: 6 unconnected molecules or ions with the total composition C41H51BFN6O10S, with the ωB97M-V functional and the def2-TZVPD basis.

E in eV: -86969.130
LUMO level in eV: -5.52
E_HOMO in eV: -9.708
Total charge: +1

Each line ends with the Mulliken charge.
CARTESIAN COORDINATES (ANGSTROEM)
C 0.256 -3.419 2.462  -1.2511
C -0.717 -2.909 1.323  0.8651
O -1.787 -2.154 1.999  -0.5242
O -2.282 -1.294 1.049  0.1298
C -2.385 0.040 1.542  -0.7370
O -2.714 0.172 2.683  -0.4034
C -2.128 1.289 0.584  0.1055
C -1.005 2.230 0.801  0.8800
C -0.124 1.928 2.048  -1.6374
O 1.243 2.270 1.990  -0.0595
C 2.098 1.258 1.582  0.5717
C 3.548 1.550 1.767  -0.7341
C 4.610 0.639 1.373  -0.3923
C 4.264 -0.671 0.782  -0.8073
C 2.847 -0.972 0.584  -0.3745
C 1.766 -0.024 0.965  0.2980
C -0.863 3.365 -0.155  0.0394
C 0.366 4.319 0.106  -0.3657
C 0.196 5.154 1.450  -0.9587
O 1.306 5.063 2.332  -0.3556
N -1.753 3.577 -1.207  0.5832
C -1.582 4.781 -2.094  -1.5594
B -0.679 4.501 -3.398  0.6427
O -0.480 5.499 -4.356  -0.4658
O -0.105 3.214 -3.632  -0.5182
C -2.818 2.704 -1.471  1.0459
S -3.986 2.843 -2.848  1.2247
O -5.290 3.062 -2.249  -0.5648
O -3.690 3.803 -3.879  -0.5456
F -3.906 1.378 -3.592  -0.1666
C -3.078 1.546 -0.593  0.8819
C -4.259 0.557 -0.742  -1.3046
C -5.328 0.861 0.520  0.4701
C -6.825 0.180 0.288  -1.2308
O -5.692 -0.293 1.316  -0.3714
H -0.287 -3.388 3.442  0.3931
H 1.095 -2.663 2.535  0.1986
H 0.683 -4.439 2.245  0.3324
H -0.210 -2.188 0.612  -0.5277
H -1.104 -3.760 0.702  0.3735
H -0.198 0.859 2.417  0.7607
H -0.573 2.533 2.900  0.4729
H 3.854 2.539 2.205  0.3057
H 5.677 0.948 1.540  0.3618
H 5.106 -1.353 0.522  0.4010
H 2.617 -1.977 0.133  0.3766
H 0.684 -0.281 0.809  -0.1620
H 0.560 5.045 -0.722  0.6276
H 1.280 3.651 0.104  0.1863
H 0.016 6.229 1.146  0.4318
H -0.776 4.819 1.922  0.2008
H 1.761 5.925 2.360  0.3047
H -2.618 5.172 -2.327  0.6148
H -1.134 5.652 -1.527  0.4387
H 0.394 5.303 -4.752  0.3109
H 0.360 2.986 -2.804  0.2617
H -4.956 0.720 -1.593  0.6183
H -3.990 -0.524 -0.660  0.0699
H -5.285 1.904 1.020  0.4632
H -7.516 -0.293 1.032  0.5102
H -7.249 1.239 0.530  0.2215
N 1.892 4.205 6.476  -0.0249
C 1.245 4.670 5.363  -0.3324
C 0.108 5.318 5.776  -0.2858
C 0.071 5.246 7.193  -0.7093
C 1.185 4.557 7.595  -0.4542
H 2.753 3.687 6.473  0.1975
H 1.646 4.499 4.377  0.4286
H -0.617 5.793 5.132  0.4219
H -0.687 5.655 7.843  0.3943
H 1.535 4.285 8.578  0.3928
N -2.100 -2.104 -2.239  0.1739
C -0.961 -2.753 -2.617  -0.6350
C -1.094 -3.130 -3.928  -0.4504
C -2.364 -2.684 -4.365  -0.9768
C -2.958 -2.051 -3.304  -0.3423
H -2.280 -1.721 -1.334  0.2608
H -0.153 -2.893 -1.917  0.4835
H -0.359 -3.666 -4.509  0.4654
H -2.793 -2.810 -5.346  0.4360
H -3.917 -1.565 -3.214  0.4896
N 2.578 -5.610 5.148  0.0096
C 2.110 -6.894 5.232  -0.5206
C 3.016 -7.715 4.610  -0.3687
C 4.074 -6.896 4.137  -0.4019
C 3.778 -5.604 4.486  -0.5069
H 2.114 -4.798 5.515  0.1971
H 1.176 -7.111 5.724  0.3817
H 2.929 -8.785 4.507  0.3999
H 4.953 -7.219 3.603  0.4115
H 4.314 -4.683 4.320  0.4061
N 0.584 1.714 -6.480  0.1237
C -0.186 0.718 -7.018  -0.3571
C 0.517 0.151 -8.050  -0.5920
C 1.761 0.826 -8.135  -0.5448
C 1.775 1.783 -7.153  -0.3680
H 0.317 2.304 -5.709  0.2370
H -1.165 0.501 -6.621  0.4128
H 0.176 -0.660 -8.674  0.3884
H 2.557 0.632 -8.837  0.3843
H 2.526 2.505 -6.876  0.3437
N 1.378 -5.158 -2.073  0.2913
C 1.883 -6.055 -2.972  -0.3478
C 2.956 -6.681 -2.389  -0.6475
C 3.100 -6.144 -1.084  -0.7640
C 2.111 -5.210 -0.916  -0.1826
H 0.589 -4.554 -2.233  0.1740
H 1.439 -6.170 -3.948  0.3730
H 3.569 -7.441 -2.848  0.3940
H 3.844 -6.414 -0.351  0.4546
H 1.866 -4.577 -0.076  0.3293

***

No. 3
Computed, not measured: a molecular structure, C41H51Cl3CoN5O2Sb, with the ωB97M-V functional and the def2-TZVPD basis.

Energy relative to the best compared isomer or geometry (same formula, charge and spin) in kcal/mol: 15.7
E in eV: -136615.781
LUMO level in eV: -4.34
E_HOMO in eV: -9.860
Total charge: +1

Each line ends with the Mulliken charge.
CARTESIAN COORDINATES (ANGSTROEM)
Co 1.133 1.026 -0.811  -1.1650
C 6.379 1.395 -1.653  -0.8229
C 6.025 0.116 -2.203  -0.7974
C 4.807 -0.444 -2.026  -0.9771
C 3.784 0.257 -1.308  1.5066
C 4.057 1.655 -0.824  1.4337
C 5.465 2.108 -0.985  -0.7941
N 2.589 -0.200 -1.039  0.6387
C 2.185 -1.553 -0.969  0.0145
C 3.003 -2.680 -0.995  -1.1842
C 2.437 -3.942 -0.891  -0.9439
C 1.063 -4.120 -0.745  -0.7586
C 0.248 -3.013 -0.625  -0.3698
C 0.823 -1.754 -0.699  0.5779
N 0.131 -0.557 -0.451  1.5316
N -1.103 -0.510 -0.375  -0.7101
C -1.546 0.820 -0.214  -0.1094
C -2.873 1.095 0.014  -0.6459
C -3.231 2.423 0.210  -0.4908
C -2.255 3.406 0.163  -1.1592
C -0.941 3.041 -0.119  -0.2799
N -0.606 1.775 -0.318  1.5718
H 7.375 1.784 -1.810  0.5041
H 6.756 -0.412 -2.802  0.4567
H 4.575 -1.386 -2.498  0.8201
H 3.494 2.310 -1.502  -0.6094
H 5.710 3.097 -0.632  0.5315
H 4.075 -2.588 -1.059  0.7501
H 3.087 -4.806 -0.916  0.4264
H 0.645 -5.115 -0.684  0.4731
H -0.815 -3.101 -0.442  0.4739
H -3.584 0.281 0.047  0.5979
H -4.261 2.687 0.407  0.5113
H -2.500 4.445 0.327  0.5248
H -0.139 3.762 -0.206  0.5493
C -0.074 4.918 -7.795  -1.4929
C 0.205 4.154 -6.532  0.7112
C 1.498 3.991 -6.061  -1.0043
C 1.772 3.285 -4.895  0.6577
C 3.216 3.087 -4.513  -0.7013
C 0.702 2.728 -4.185  0.0671
C -0.617 2.861 -4.650  0.9925
C -1.790 2.252 -3.923  -1.2901
C -0.838 3.583 -5.809  -1.0406
C 0.924 1.960 -2.937  1.5258
O 1.539 2.491 -1.929  -0.8085
O 0.481 0.795 -2.760  -0.6262
H 0.840 5.328 -8.220  0.3710
H -0.762 5.743 -7.604  0.3477
H -0.537 4.273 -8.542  0.3306
H 2.325 4.417 -6.618  0.3531
H 3.785 4.005 -4.657  0.4538
H 3.665 2.317 -5.144  0.3563
H 3.335 2.778 -3.480  -0.4326
H -1.782 2.498 -2.860  -0.0441
H -1.774 1.165 -4.009  0.3389
H -2.725 2.616 -4.343  0.4236
H -1.856 3.703 -6.164  0.3918
C -2.466 2.345 4.161  -1.6015
C -2.711 0.859 4.404  1.7186
C -2.797 0.578 5.902  -1.6230
C -4.031 0.464 3.751  -1.6856
Sb -1.095 -0.217 3.336  0.4540
C -1.787 -2.316 3.350  1.9197
C -0.563 -3.184 3.079  -1.8031
C -2.467 -2.769 4.635  -1.7180
C -2.751 -2.459 2.173  -1.5205
C 0.591 -0.207 4.743  2.1703
C 1.803 -0.619 3.907  -1.8203
C 0.434 -1.111 5.960  -1.6941
C 0.771 1.237 5.205  -1.9556
H -3.279 2.928 4.609  0.4762
H -2.440 2.571 3.091  0.1824
H -1.532 2.690 4.601  0.2933
H -3.655 1.114 6.327  0.5194
H -1.912 0.905 6.449  0.2616
H -2.947 -0.481 6.104  0.2506
H -4.833 1.106 4.132  0.5446
H -4.307 -0.567 3.970  0.3051
H -3.997 0.588 2.664  0.1247
H 0.118 -3.229 3.930  0.2913
H 0.002 -2.823 2.214  0.1790
H -0.882 -4.210 2.859  0.5426
H -1.826 -2.646 5.508  0.2395
H -2.723 -3.833 4.561  0.5226
H -3.397 -2.228 4.811  0.3041
H -2.278 -2.176 1.229  0.1556
H -3.645 -1.849 2.295  0.2753
H -3.075 -3.503 2.089  0.5311
H 1.723 -1.651 3.558  0.2748
H 2.713 -0.542 4.513  0.5033
H 1.920 0.036 3.039  0.2158
H 0.357 -2.169 5.701  0.2822
H -0.441 -0.840 6.552  0.2484
H 1.313 -0.998 6.606  0.5464
H 0.783 1.927 4.358  0.2252
H 1.731 1.332 5.727  0.5555
H -0.014 1.553 5.893  0.2331
Cl 5.570 1.647 1.946  -0.1229
C 4.074 2.574 1.665  0.7909
Cl 4.459 4.254 1.204  -0.1315
Cl 3.171 2.615 3.164  -0.1189
C 3.273 1.911 0.521  -0.8987
N 2.069 1.656 0.723  -0.3999

***

No. 4
Computed, not measured: a molecular structure, C41H52CaN7P2S6, with the ωB97M-V functional and the def2-TZVPD basis.

Energy relative to the best compared isomer or geometry (same formula, charge and spin) in kcal/mol: 18.6
E in eV: -155826.101
LUMO level in eV: 1.87
E_HOMO in eV: -3.545
Total charge: -1

Each line ends with the natural charge from an NBO analysis.
CARTESIAN COORDINATES (ANGSTROEM)
Ca -0.519 0.599 0.442  1.6821
C 0.970 -0.985 -5.124  -0.6170
C 1.523 -0.446 -3.809  -0.4930
C 1.990 1.002 -3.986  -0.6109
P 0.408 -0.501 -2.295  0.8114
C -0.276 -2.248 -2.234  -0.5266
C -1.350 -2.744 -3.199  -0.6209
C 0.921 -3.200 -2.159  -0.6110
C -0.920 0.630 -2.857  -0.4412
C -1.893 0.462 -3.838  -0.1468
C -2.781 1.482 -4.146  -0.0649
C -3.832 1.316 -5.211  -0.6253
C -2.702 2.681 -3.436  -0.1937
C -1.735 2.879 -2.472  -0.2728
C -0.804 1.871 -2.186  0.2539
N 0.196 1.958 -1.228  -0.8714
C 1.009 3.037 -1.119  0.3073
C 1.088 4.084 -2.072  -0.3162
C 1.978 5.126 -1.935  -0.1701
C 2.842 5.209 -0.845  -0.1362
C 3.813 6.354 -0.685  -0.6133
C 2.817 4.170 0.073  -0.1242
C 1.952 3.086 -0.050  -0.4762
P 2.034 1.586 0.966  0.7550
C 2.641 2.033 2.677  -0.5034
C 4.061 2.536 2.936  -0.6064
C 1.604 2.989 3.272  -0.6119
C 3.417 0.656 0.098  -0.5011
C 3.879 -0.526 0.950  -0.6086
C 4.592 1.478 -0.428  -0.6170
H 1.710 -0.821 -5.913  0.1994
H 0.774 -2.055 -5.065  0.2000
H 0.054 -0.467 -5.410  0.2162
H 2.395 -1.049 -3.527  0.2080
H 1.159 1.636 -4.299  0.2165
H 2.384 1.410 -3.053  0.2202
H 2.769 1.059 -4.750  0.1975
H -0.733 -2.236 -1.242  0.2434
H -1.045 -2.683 -4.243  0.1955
H -1.572 -3.792 -2.971  0.1921
H -2.262 -2.163 -3.064  0.2324
H 1.359 -3.367 -3.145  0.1931
H 1.691 -2.790 -1.500  0.2117
H 0.610 -4.164 -1.750  0.2086
H -1.975 -0.472 -4.380  0.1921
H -3.769 0.334 -5.682  0.2005
H -4.829 1.430 -4.777  0.2245
H -3.722 2.078 -5.985  0.2063
H -3.423 3.465 -3.645  0.2145
H -1.697 3.812 -1.923  0.2258
H 0.449 4.040 -2.944  0.2149
H 2.013 5.893 -2.703  0.1946
H 3.751 7.037 -1.531  0.2056
H 3.602 6.920 0.227  0.2041
H 4.840 5.987 -0.616  0.2012
H 3.515 4.208 0.899  0.1828
H 2.542 1.070 3.195  0.2178
H 4.196 3.564 2.603  0.2026
H 4.255 2.511 4.013  0.2024
H 4.812 1.915 2.451  0.2039
H 1.685 3.975 2.814  0.2166
H 0.591 2.622 3.094  0.2269
H 1.749 3.089 4.351  0.2008
H 2.884 0.256 -0.774  0.2421
H 4.350 -0.193 1.877  0.1976
H 3.033 -1.165 1.206  0.2060
H 4.605 -1.130 0.400  0.2060
H 5.203 1.886 0.378  0.1948
H 5.231 0.844 -1.051  0.1997
H 4.239 2.307 -1.039  0.2322
S -6.726 3.656 -1.928  -0.1987
C -5.500 2.857 -1.162  -0.5690
S -5.072 1.221 -1.496  0.4529
C -3.734 1.069 -0.367  -0.4188
C -3.473 2.161 0.395  -0.4051
S -2.286 2.327 1.632  -0.5375
S -4.504 3.554 0.064  0.4582
S -2.857 -0.418 -0.364  -0.5753
S 0.252 -2.561 6.836  0.2431
C 0.112 -1.632 5.310  -0.1467
C -0.637 -0.466 5.257  -0.2219
C -0.731 0.197 4.042  0.0453
N -0.106 -0.214 2.942  -0.4939
C 0.619 -1.327 3.009  0.0868
C 0.746 -2.081 4.164  -0.2634
C -0.866 -3.875 6.360  -0.1278
C -0.381 -5.099 5.925  -0.2645
C -1.300 -6.069 5.549  0.0411
N -2.615 -5.891 5.590  -0.4124
C -3.065 -4.711 6.008  0.0420
C -2.237 -3.672 6.405  -0.2560
H -1.139 -0.091 6.138  0.2194
H -1.332 1.094 3.944  0.2326
H 1.116 -1.628 2.100  0.2108
H 1.314 -3.001 4.161  0.2268
H 0.683 -5.290 5.882  0.2270
H -0.966 -7.038 5.196  0.1916
H -4.144 -4.598 6.029  0.1950
H -2.646 -2.729 6.740  0.2307
N -3.829 -6.216 -0.357  -0.7962
C -3.397 -4.946 -0.114  0.6502
N -4.208 -3.955 -0.483  -0.7992
N -2.248 -4.837 0.496  -0.6571
C -1.592 -3.751 0.823  0.4657
N -0.799 -2.979 1.187  -0.5049
H -4.614 -6.362 -0.963  0.3853
H -3.173 -6.963 -0.224  0.4121
H -5.022 -4.145 -1.041  0.3927
H -3.989 -2.964 -0.310  0.4585